No. 1
C22H37BrI3N2O6P2 as an isolated structure, computed with ωB97M-V/def2-TZVPD.

```
73
Properties=species:S:1:pos:R:3
I 4.34 2.48 1.45
I 0.84 1.54 4.58
I 2.66 -1.40 -2.33
Br -2.02 -0.40 -1.23
P 2.79 -1.72 0.86
P 0.13 -0.93 1.64
O 1.98 -5.67 -3.48
O 3.08 -1.84 2.57
O 1.88 -8.13 -4.69
O -0.91 0.27 1.85
O 0.93 -9.87 -0.39
O 0.94 -7.39 0.80
N 1.42 -0.59 0.45
N 2.31 -3.44 0.47
C 0.96 -1.13 -0.90
C 0.43 1.33 -1.92
C 0.84 1.87 -0.43
C 2.37 1.50 1.84
C -3.39 5.06 -0.14
C 1.40 -9.06 -2.56
C -2.01 4.18 0.03
C 1.45 -6.47 -1.31
C 0.39 4.45 -1.33
C -0.64 5.05 -0.16
C 1.66 -8.00 -3.33
C 1.72 -6.63 -2.75
C -4.61 3.98 -0.40
C 1.19 -7.53 -0.55
C -0.08 -0.22 -1.75
C 1.37 2.51 2.63
C -4.65 2.73 0.66
C -6.16 2.51 1.35
C 1.86 0.88 0.41
C 2.08 3.93 3.13
C 1.16 -8.91 -1.12
C 1.49 3.39 -0.70
H -0.18 2.08 0.13
H 2.33 4.66 2.25
H 0.57 -1.31 2.95
H 0.78 -8.30 1.13
H 2.43 -2.51 2.93
H 0.33 2.72 2.14
H 2.67 0.68 2.65
H 2.86 -4.07 1.13
H -4.39 1.73 0.08
H 2.05 -7.22 -5.02
H 1.29 -3.57 0.71
H 1.03 5.40 -1.67
H 1.23 4.47 3.76
H -7.03 2.54 0.57
H -0.16 4.08 -2.29
H -0.69 -2.05 1.15
H -6.10 1.48 1.91
H 1.36 -10.06 -2.97
H -0.52 1.94 -2.31
H -6.26 3.34 2.20
H -3.91 2.82 1.56
H -2.01 3.81 1.17
H -1.94 3.23 -0.65
H -3.66 5.73 0.78
H 1.26 1.48 -2.75
H -0.05 -0.67 -2.86
H 2.96 3.75 3.88
H 0.38 -2.17 -0.74
H 1.48 -5.47 -0.91
H -0.94 6.13 -0.53
H 1.90 3.89 0.27
H 2.85 0.85 -0.27
H -5.67 4.48 -0.42
H -3.32 5.73 -1.10
H 2.36 3.27 -1.50
H -4.44 3.56 -1.51
H -0.06 5.19 0.87
```

Values from the calculation:
LUMO energy (eV): -3.87
Multiplicity: 1
Net charge: +1
Electronic energy (eV): -151586.4036
HOMO-LUMO gap (eV): 8.02
HOMO level (Ha): -0.43705

No. 2
C8H18F2P as an isolated structure, computed with ωB97M-V/def2-TZVPD.

```
29
Properties=species:S:1:pos:R:3
P 0.55 -0.46 0.25
F 0.92 -1.99 -0.03
F -0.20 -0.18 -1.16
C 2.14 0.48 0.06
C -1.38 -0.79 1.71
C -2.35 -1.15 0.61
C 2.61 -0.10 -1.31
C -3.21 -0.01 -1.59
C -3.15 0.01 -0.01
C 3.07 0.13 1.24
C 1.87 1.99 0.11
H -0.88 -1.73 2.07
H -2.43 0.62 -2.02
H -4.12 0.01 0.30
H 1.03 2.34 -0.57
H -3.17 -1.64 1.22
H 1.68 -0.45 -1.90
H -1.50 0.16 2.32
H -4.19 0.55 -1.73
H 2.31 0.20 2.09
H 1.57 2.11 1.12
H -2.61 0.94 0.39
H 3.20 -0.95 0.95
H -3.24 -1.05 -2.16
H 3.44 -0.89 -1.28
H 3.18 0.66 -1.87
H 2.80 2.52 -0.15
H 4.03 0.63 1.32
H -1.97 -1.95 0.03
```

Values from the calculation:
LUMO energy (eV): -5.01
Multiplicity: 1
Net charge: +1
Electronic energy (eV): -23303.6549
HOMO-LUMO gap (eV): 9.29
Energy above the lowest of the compared OMol25 structures with the same formula, charge and spin (eV): 0.537
HOMO level (Ha): -0.52568

No. 3
C26H26N3O6S3SeSiTa as an isolated structure, computed with ωB97M-V/def2-TZVPD.

```
67
Properties=species:S:1:pos:R:3
Ta -1.38 0.03 0.41
Se -3.75 -3.95 1.57
S -1.28 0.91 -2.07
S -1.48 2.75 0.74
S -3.92 0.78 -0.08
Si 0.30 -1.61 -0.81
O 5.27 1.28 1.90
O 0.51 0.80 0.91
O 3.00 -0.11 7.45
O -0.78 -0.11 2.39
O 0.90 -0.39 7.03
O 5.96 1.34 3.94
N 5.11 1.24 3.10
N -2.47 -1.55 0.58
N 2.04 -0.10 6.73
C -4.02 0.54 -1.87
C 0.38 0.40 2.12
C 3.55 0.58 4.91
C 1.77 -0.74 -1.54
C -3.20 3.16 1.09
C 4.04 0.06 -1.23
C 2.73 0.84 2.65
C -1.81 -3.64 -3.75
C 2.91 -0.59 -0.74
C 3.75 0.88 3.57
C -1.23 -2.63 -3.00
C -1.68 -4.96 -3.34
C 4.04 0.57 -2.52
C -0.41 -4.25 -1.43
C 2.28 0.22 5.30
C -4.18 2.57 0.10
C 1.22 0.15 4.43
C 1.80 -0.25 -2.85
C -1.17 3.48 -0.90
C -0.98 -5.27 -2.18
C 2.92 0.40 -3.33
C 1.45 0.48 3.09
C -0.52 -2.92 -1.83
C -3.00 -2.56 1.01
C -0.47 2.53 -1.86
C -2.96 1.31 -2.65
H -3.31 4.24 1.16
H 0.65 -2.12 0.55
H -1.31 -1.61 -3.36
H -0.54 4.35 -0.74
H 2.94 0.76 -4.35
H 2.92 1.08 1.61
H 2.93 -0.99 0.26
H -4.12 3.05 -0.88
H 4.37 0.62 5.61
H 0.24 -0.14 4.78
H -3.00 1.03 -3.70
H 0.14 -4.51 -0.53
H -2.34 -3.41 -4.66
H -0.39 2.97 -2.85
H -2.13 -5.75 -3.93
H -5.02 0.80 -2.21
H -0.88 -6.30 -1.87
H 4.91 0.17 -0.60
H -5.20 2.70 0.47
H -2.12 3.84 -1.30
H -3.90 -0.54 -2.01
H 4.92 1.07 -2.91
H -3.11 2.39 -2.59
H 0.96 -0.41 -3.51
H -3.37 2.76 2.09
H 0.54 2.28 -1.53
```

Values from the calculation:
LUMO energy (eV): -7.38
Multiplicity: 1
Net charge: +2
Electronic energy (eV): -151402.4263
HOMO-LUMO gap (eV): 6.60
Energy above the lowest of the compared OMol25 structures with the same formula, charge and spin (eV): 0.000
HOMO level (Ha): -0.51367

No. 4
An isolated ion of composition C5H10FN2O and charge +1, computed with ωB97M-V/def2-TZVPD.

```
19
Properties=species:S:1:pos:R:3
F -3.20 -0.38 0.78
O -1.80 -1.31 -0.73
N 0.24 0.84 -0.32
N -1.19 2.63 -0.02
C -0.63 -1.36 0.19
C -2.79 -0.57 -0.43
C -0.99 1.35 -0.15
C 1.74 -0.89 0.29
C 0.54 -0.52 -0.38
H -0.80 -0.91 1.21
H 2.60 -0.14 0.01
H 1.65 -0.92 1.34
H -3.52 -0.40 -1.17
H -0.25 -2.46 0.24
H -0.34 3.17 0.14
H -2.06 3.08 0.40
H 0.99 1.46 -0.07
H 2.15 -1.91 -0.05
H 0.65 -0.85 -1.39
```

Values from the calculation:
LUMO energy (spin up / spin down) (eV): -4.54 / -4.54
Multiplicity: 1
Net charge: +1
Electronic energy (eV): -13082.5833
HOMO-LUMO gap (spin up / spin down) (eV): 8.55 / 8.55
Energy above the lowest of the compared OMol25 structures with the same formula, charge and spin (eV): 2.671
HOMO level (spin up / spin down) (Ha): -0.48091 / -0.48092

No. 5
C5H6O2 as an isolated structure, computed with ωB97M-V/def2-TZVPD.

```
13
Properties=species:S:1:pos:R:3
O 2.15 -0.74 0.95
O 0.62 0.77 -1.05
C 0.42 -0.42 0.67
C -1.39 0.95 0.08
C -1.48 -0.14 -0.68
C 0.00 -0.51 -0.83
C 0.13 1.07 0.28
H 0.85 -1.06 1.48
H 0.30 -1.31 -1.50
H -2.17 1.56 0.53
H 2.36 -1.44 0.33
H -2.34 -0.68 -1.05
H 0.56 1.93 0.78
```

Values from the calculation:
LUMO energy (eV): 1.00
Multiplicity: 1
Net charge: 0
Electronic energy (eV): -9371.3273
HOMO-LUMO gap (eV): 10.45
Energy above the lowest of the compared OMol25 structures with the same formula, charge and spin (eV): 5.768
HOMO level (Ha): -0.34714

No. 6
One molecule with the formula C22H19N3O2, computed with ωB97M-V/def2-TZVPD.

```
46
Properties=species:S:1:pos:R:3
O -3.01 1.44 -0.93
O -4.68 -0.73 -1.21
N -1.18 0.07 -0.90
N 4.66 1.18 0.43
N 3.71 -0.74 -0.17
C 1.13 0.38 -0.42
C -6.43 -0.41 0.30
C -4.21 -0.70 1.19
C -6.08 -0.39 2.67
C -6.93 -0.30 1.58
C -3.31 -0.88 -1.51
C 5.80 -2.13 -0.05
C 7.14 -2.05 0.24
C 5.04 -0.96 0.05
C -5.06 -0.61 0.09
C 7.74 -0.85 0.62
C -4.73 -0.58 2.47
C -3.21 -1.01 -3.03
C 2.02 2.53 0.19
C 7.02 0.32 0.72
C 3.51 0.53 0.06
C -0.33 2.29 -0.29
C 2.22 1.17 -0.05
C -0.14 0.93 -0.54
C -2.51 0.36 -1.07
C 0.75 3.07 0.07
C 5.67 0.25 0.43
H 0.60 4.12 0.26
H -1.32 2.72 -0.38
H -6.48 -0.30 3.68
H 7.75 -2.94 0.18
H -2.18 -1.15 -3.34
H -2.92 -1.79 -1.03
H 4.75 2.15 0.66
H 5.33 -3.06 -0.34
H -3.80 -1.86 -3.37
H -0.89 -0.88 -1.06
H 7.48 1.25 1.02
H 2.84 3.17 0.48
H -7.99 -0.14 1.72
H 1.30 -0.67 -0.61
H -4.06 -0.65 3.31
H -7.07 -0.34 -0.56
H -3.61 -0.11 -3.50
H 8.80 -0.84 0.84
H -3.15 -0.84 1.07
```

Values from the calculation:
SMILES string: C[C@H](Oc1ccccc1)C(=O)Nc1cccc(-c2nc3ccccc3[nH]2)c1
LUMO energy (eV): 0.31
Multiplicity: 1
Net charge: 0
Electronic energy (eV): -31688.9640
HOMO-LUMO gap (eV): 8.52
Energy above the lowest of the compared OMol25 structures with the same formula, charge and spin (eV): 0.305
HOMO level (Ha): -0.30162

No. 7
One molecule with the formula C5H11NOS, computed with ωB97M-V/def2-TZVPD.

```
19
Properties=species:S:1:pos:R:3
S -0.19 1.90 -0.24
O 1.83 -0.13 -0.38
N 0.54 -0.63 -0.19
C -1.86 -0.25 -0.39
C 2.40 0.07 0.93
C -0.43 0.27 -0.31
C 0.40 -2.07 -0.51
C -2.49 -0.57 0.98
H 1.81 0.78 1.51
H 0.56 -2.24 -1.57
H 2.43 -0.90 1.47
H -0.61 -2.44 -0.16
H 3.45 0.37 0.82
H -2.01 -1.47 1.35
H -3.59 -0.67 0.92
H -1.97 -1.15 -1.05
H -2.27 0.27 1.66
H -2.47 0.52 -0.88
H 1.14 -2.69 0.02
```

Values from the calculation:
SMILES string: CCC(=S)N(C)OC
LUMO energy (eV): 0.75
Multiplicity: 1
Net charge: 0
Electronic energy (eV): -19734.0020
HOMO-LUMO gap (eV): 8.77
Energy above the lowest of the compared OMol25 structures with the same formula, charge and spin (eV): 3.093
HOMO level (Ha): -0.29449

No. 8
ArH28O14 as an isolated structure, computed with ωB97M-V/def2-TZVPD.

```
43
Properties=species:S:1:pos:R:3
Ar 0.04 -0.23 0.10
O 0.34 3.27 1.93
O -3.49 1.43 0.19
O -0.39 0.63 2.94
O -1.46 -0.83 -3.86
O 2.96 -0.67 2.65
O 2.64 3.36 0.31
O 0.46 -3.12 -1.18
O -1.22 2.87 -0.44
O 3.73 0.77 -0.91
O 2.79 -1.86 0.05
O -2.91 -0.50 2.34
O -1.90 -2.89 0.97
O -2.93 -2.65 -1.47
O -0.26 1.69 -3.00
H -2.88 -1.36 1.91
H 2.59 -1.46 3.05
H -0.89 -0.14 -3.52
H 0.69 1.80 -2.91
H 2.79 4.00 -0.38
H -0.95 -2.88 0.97
H -2.16 -2.47 -2.01
H -0.81 1.02 3.70
H -3.31 0.61 0.65
H 3.38 -0.10 -0.72
H 0.29 0.07 3.30
H -2.32 -0.64 -3.49
H -0.62 2.07 -2.20
H -2.01 -0.34 2.60
H -0.63 2.95 0.30
H 1.18 3.22 1.47
H -3.56 -3.04 -2.07
H 0.55 -3.37 -2.09
H -1.77 3.65 -0.39
H -2.15 -2.87 0.04
H 2.88 2.52 -0.08
H 2.84 -0.80 1.71
H 4.57 0.60 -1.35
H 0.25 2.41 2.34
H 2.05 -2.18 -0.47
H 3.53 -2.40 -0.23
H 0.72 -3.89 -0.68
H -2.63 1.77 -0.05
```

Values from the calculation:
LUMO energy (eV): -0.54
Multiplicity: 1
Net charge: 0
Electronic energy (eV): -43475.5363
HOMO-LUMO gap (eV): 9.22
Energy above the lowest of the compared OMol25 structures with the same formula, charge and spin (eV): 0.285
HOMO level (Ha): -0.35859

No. 9
A 19-piece molecular cluster, CH41NO18 overall, computed with ωB97M-V/def2-TZVPD.

```
61
Properties=species:S:1:pos:R:3
O 0.75 -1.59 4.10
O -1.00 0.96 3.32
O 0.19 -2.91 1.54
O 0.72 3.81 -0.45
O -3.02 2.47 -0.31
O -0.88 -3.59 -2.64
O -3.38 -1.41 -1.37
O 1.62 0.69 2.55
O 2.95 1.96 0.64
O -3.32 -2.07 1.03
O 3.98 0.85 -1.51
O -3.08 0.55 1.77
O 0.98 2.11 -2.53
O 3.39 -1.45 -0.58
O 1.83 -3.61 -1.09
O -1.42 3.61 1.90
O 2.43 0.11 -3.57
O -1.37 -0.79 -2.98
N -0.41 1.04 -0.37
C -0.56 -0.30 0.29
H 0.75 0.85 2.91
H 1.94 1.95 -2.18
H -3.79 0.95 2.25
H 0.88 4.49 -1.12
H -1.39 1.21 2.55
H -0.02 1.69 0.30
H 1.28 -3.83 -1.86
H 0.25 -0.95 -0.02
H -1.06 -3.33 -1.69
H 3.70 1.52 -0.82
H 2.49 1.66 1.34
H -0.16 -1.65 3.69
H -0.72 -0.26 1.32
H -2.02 2.40 -0.53
H 4.32 0.14 -1.03
H -0.57 3.70 1.58
H 0.09 0.82 -1.25
H 3.18 0.28 -2.88
H -3.38 -2.38 -1.73
H -2.16 3.80 1.36
H -3.48 1.99 -1.09
H -2.92 1.11 0.94
H -1.42 -0.82 -0.13
H 0.96 -0.78 3.97
H 0.36 -2.87 2.47
H -0.94 -2.75 -3.18
H -1.32 1.58 4.03
H 1.19 -3.33 -0.43
H 2.59 -0.91 -3.43
H 1.83 -0.17 2.16
H -0.68 -0.37 -2.67
H 2.78 -2.14 -1.03
H -2.37 -2.16 0.96
H 2.93 2.94 0.56
H 0.70 2.97 -0.91
H 0.96 1.79 -3.44
H -3.93 -1.45 -0.55
H 0.17 -3.88 1.47
H -3.25 -1.20 1.32
H 4.04 -2.10 -0.31
H -2.20 -0.96 -2.65
```

Values from the calculation:
LUMO energy (eV): -0.01
Multiplicity: 1
Net charge: 0
Electronic energy (eV): -40045.8810
HOMO-LUMO gap (eV): 9.50
HOMO level (Ha): -0.34943

No. 10
One molecule with the formula C3H5FO3, computed with ωB97M-V/def2-TZVPD.

```
12
Properties=species:S:1:pos:R:3
F 1.34 -1.87 0.66
O -1.73 -2.20 1.20
O -1.62 -1.39 0.01
O -0.50 -2.18 1.86
C 0.02 0.25 -0.83
C -0.63 -0.41 0.36
C 0.32 -1.16 1.23
H -1.03 0.25 1.11
H -0.68 0.96 -1.24
H 0.79 -0.68 2.08
H 0.89 0.84 -0.41
H 0.17 -0.38 -1.75
```

Values from the calculation:
SMILES string: C[C@H]1OOO[C@H]1F
LUMO energy (eV): 0.79
Multiplicity: 1
Net charge: 0
Electronic energy (eV): -12046.1563
HOMO-LUMO gap (eV): 10.51
Energy above the lowest of the compared OMol25 structures with the same formula, charge and spin (eV): 5.768
HOMO level (Ha): -0.35738

No. 11
C28H22FMgN4O10 as an isolated structure, computed with ωB97M-V/def2-TZVPD.

```
66
Properties=species:S:1:pos:R:3
Mg -1.92 0.47 -1.77
F 2.92 2.61 -4.71
O -1.29 4.11 -2.24
O -0.34 3.40 0.41
O 0.76 -1.91 -3.62
O 4.16 -1.47 -1.44
O 5.53 1.68 -4.43
O -1.36 2.00 -3.05
O -1.10 1.42 -0.26
O -3.21 -0.63 -0.65
O -0.81 -0.89 -2.36
O -5.42 -0.81 -0.09
N 2.56 -0.09 -2.35
N -3.60 1.61 -1.82
N 4.78 0.11 -2.96
N -0.55 -0.72 1.38
C 0.15 -0.10 3.58
C -0.24 0.27 2.28
C 1.45 -0.78 -1.66
C 0.34 -4.80 1.59
C -5.32 3.49 -0.94
C -0.92 -4.37 1.19
C 2.27 0.96 -3.20
C -0.21 -2.09 1.48
C 3.84 -0.56 -2.19
C -5.54 2.15 -0.61
C 0.48 2.21 4.21
C 2.72 -4.38 2.27
C 1.08 -2.51 1.82
C 3.21 1.59 -3.90
C -0.59 2.14 0.62
C -4.44 -0.23 -0.54
C 1.34 -3.89 1.90
C -0.26 1.64 1.96
C -4.61 1.22 -1.04
C -1.87 3.05 -2.55
C -1.20 -3.02 1.15
C -4.19 3.88 -1.64
C 2.21 -1.53 2.04
C 0.11 2.59 2.94
C -3.33 2.89 -2.07
C 0.50 0.85 4.52
C 0.39 -1.25 -2.66
C 4.60 1.18 -3.83
H 1.88 -1.65 -1.17
H 3.11 -3.87 3.15
H 1.02 -0.12 -0.92
H 2.70 -5.45 2.47
H -3.95 4.93 -1.81
H 1.23 1.27 -3.28
H 0.78 0.53 5.51
H 0.15 -1.15 3.84
H 2.51 -1.47 3.09
H 0.76 2.96 4.94
H -6.02 4.24 -0.59
H -1.69 -5.09 0.92
H 5.73 -0.23 -2.86
H -0.66 3.67 -0.49
H -1.21 -0.49 0.65
H 0.56 -5.86 1.64
H 0.08 3.63 2.66
H -6.37 1.83 0.01
H 3.43 -4.20 1.46
H 1.96 -0.52 1.72
H 3.09 -1.84 1.47
H -2.17 -2.65 0.83
```

Values from the calculation:
LUMO energy (eV): 2.07
Multiplicity: 1
Net charge: -1
Electronic energy (eV): -64001.8178
HOMO-LUMO gap (eV): 7.96
Energy above the lowest of the compared OMol25 structures with the same formula, charge and spin (eV): 0.555
HOMO level (Ha): -0.21665

No. 12
A 2-piece molecular cluster, C7H9O3P overall, computed with ωB97M-V/def2-TZVPD.

```
20
Properties=species:S:1:pos:R:3
P 1.41 0.84 1.22
O -0.10 1.34 1.38
O 1.25 1.40 -1.47
O 0.25 -1.58 1.45
C -3.38 -0.65 0.80
C 1.21 -0.99 1.02
C -2.91 1.40 -0.81
C 1.73 0.71 -0.62
C 2.71 -0.43 -0.82
C -3.15 0.28 0.08
C 2.33 -1.53 0.17
H -3.55 -1.46 1.44
H 2.01 -2.45 -0.32
H -0.78 0.66 1.24
H -1.91 1.35 -1.22
H 2.68 -0.77 -1.86
H 3.71 -0.03 -0.63
H -3.63 1.37 -1.63
H -3.03 2.33 -0.27
H 3.16 -1.78 0.84
```

Values from the calculation:
SMILES string: O=C1CCC(=O)P1O.C#CC
LUMO energy (eV): -0.03
Multiplicity: 1
Net charge: 0
Electronic energy (eV): -22834.0348
HOMO-LUMO gap (eV): 9.07
Energy above the lowest of the compared OMol25 structures with the same formula, charge and spin (eV): 0.167
HOMO level (Ha): -0.33443